Entry from the OMol25 dataset: C28H28N3NaO3 as an isolated structure (ωB97M-V/def2-TZVPD).

Gap between HOMO and LUMO in eV: 3.95
E_LUMO in hartree: -0.05651
M in Da: 477.54
E in eV: -44520.3432
Highest occupied orbital energy in eV: -5.5

Geometry as XYZ:
```
63
C28H28N3NaO3, DFT ωB97M-V/def2-TZVPD
H 1.779 5.816 2.111
C 1.693 3.711 2.803
O -0.581 -0.259 -2.776
C 2.067 3.655 4.149
C 2.590 -3.849 -0.650
H 0.171 -6.449 0.828
C 0.987 4.258 0.683
H -0.115 -5.420 2.246
C -1.818 -1.604 0.549
H 3.667 -4.017 -0.628
H -3.241 -3.884 0.611
C 0.010 -3.182 0.367
C -0.878 0.927 -2.619
H 2.175 0.255 4.541
C 0.857 -2.124 -0.072
H 0.633 2.108 0.041
H -2.860 -1.382 0.798
N 0.502 -4.451 0.482
C 0.349 -0.847 -0.210
O -2.232 3.452 -0.305
C 1.543 4.782 1.876
H -2.464 -3.912 2.185
H 2.249 4.590 4.681
C 2.014 1.213 4.046
C -1.353 -2.902 0.675
N -0.728 1.829 -3.686
H -0.918 1.288 -5.703
C 1.363 2.477 2.101
C 1.929 -4.698 0.421
H -3.350 4.769 -3.583
C -0.255 -5.491 1.151
H -2.519 0.941 0.337
H 2.227 -4.150 -1.640
C 2.284 -2.373 -0.432
H 0.724 4.828 -0.201
H 2.062 -5.767 0.218
C -1.583 0.740 -0.223
C -1.732 -5.400 0.813
H -1.947 5.549 -2.817
C -1.902 2.864 -1.370
N -2.062 3.477 -2.599
Na -1.919 2.363 1.729
H -1.881 -5.638 -0.245
H 2.926 -1.971 0.367
C -2.271 -4.004 1.106
H 0.295 0.385 -4.744
H -3.286 4.934 -1.794
C -1.380 1.499 -1.357
C 2.226 2.407 4.763
H 1.013 -0.044 -0.537
C -1.412 3.044 -3.777
C -2.708 4.769 -2.699
H 2.394 -4.486 1.402
C -1.005 -0.563 0.046
O -1.446 3.697 -4.814
H -2.271 -6.148 1.397
H 2.527 -1.810 -1.341
C 0.863 2.841 0.817
H 0.607 2.079 -5.250
C -0.148 1.360 -4.928
C 1.591 1.238 2.714
H 1.420 0.325 2.138
H 2.530 2.352 5.809
```